Record 1
Computed, not measured: a molecular structure, C35H50AsClO5PRuS3Si2 in a non-equilibrium geometry, with wB97M-V/def2-TZVPD.

Structure (XYZ):
```
99
C35H50AsClO5PRuS3Si2 wB97M-V/def2-TZVPD
Ru 0.089 -0.427 -0.183
C -1.321 -3.467 2.599
C -1.541 -3.219 1.102
S -1.952 -1.552 0.457
C -2.805 -0.795 1.874
C -2.179 0.489 2.405
S -0.379 0.573 2.403
C 0.005 -0.029 4.072
C -0.552 -1.397 4.466
S 0.102 -2.748 3.458
H -1.162 -4.544 2.675
H -2.220 -3.277 3.185
H -2.388 -3.836 0.801
H -0.677 -3.540 0.520
H -2.837 -1.555 2.643
H -3.832 -0.600 1.569
H -2.543 0.696 3.413
H -2.494 1.327 1.785
H -0.360 0.730 4.767
H 1.094 -0.035 4.127
H -1.643 -1.403 4.460
H -0.242 -1.601 5.492
O 0.792 -4.777 -1.252
C 0.933 -3.622 -1.655
O 1.921 -2.835 -1.581
C -0.286 -2.969 -2.362
P -0.031 -1.170 -2.309
C 1.286 -0.839 -3.525
C 1.059 -1.130 -4.871
C 2.058 -0.935 -5.812
C 3.296 -0.445 -5.418
C 3.534 -0.170 -4.079
C 2.537 -0.375 -3.133
C -1.511 -0.504 -3.187
C -2.776 -1.022 -2.911
C -3.908 -0.515 -3.538
C -3.795 0.521 -4.454
C -2.543 1.059 -4.725
C -1.414 0.555 -4.093
H -1.225 -3.232 -1.878
H -0.323 -3.336 -3.388
H 0.098 -1.516 -5.189
H 1.871 -1.172 -6.853
H 4.076 -0.291 -6.152
H 4.505 0.190 -3.763
H 2.737 -0.206 -2.086
H -2.889 -1.832 -2.203
H -4.880 -0.941 -3.316
H -4.675 0.905 -4.956
H -2.442 1.872 -5.435
H -0.445 0.984 -4.317
C -3.458 3.701 -2.114
Si -3.081 2.779 -0.541
C -2.940 3.994 0.881
C -4.450 1.537 -0.233
As -1.000 1.688 -0.750
Si 0.556 3.475 -0.897
C 2.170 2.762 -1.472
C 0.771 4.252 0.791
C -0.024 4.774 -2.118
H -4.386 4.264 -1.966
H -3.606 3.006 -2.941
H -2.673 4.406 -2.388
H -3.930 4.166 1.316
H -2.558 4.956 0.527
H -2.275 3.645 1.674
H -5.356 1.870 -0.749
H -4.692 1.445 0.831
H -4.193 0.549 -0.625
H 2.482 1.920 -0.854
H 2.943 3.538 -1.418
H 2.108 2.417 -2.508
H 1.115 3.513 1.519
H -0.156 4.691 1.165
H 1.522 5.047 0.727
H -0.392 4.322 -3.043
H 0.821 5.420 -2.376
H -0.812 5.410 -1.705
C 3.344 -3.855 4.711
C 3.385 -2.365 4.518
C 3.330 -1.487 5.588
C 3.378 -0.113 5.383
Cl 3.281 0.963 6.753
C 3.498 0.404 4.111
C 3.541 -0.463 3.021
C 3.471 -1.835 3.222
O 3.472 -2.755 2.223
C 3.442 -2.282 0.885
C 2.187 -1.498 0.581
O 2.261 -0.314 0.112
O 1.042 -2.002 0.780
H 3.240 -4.105 5.767
H 4.254 -4.322 4.327
H 2.508 -4.289 4.161
H 3.252 -1.874 6.598
H 3.550 1.474 3.961
H 3.610 -0.047 2.025
H 3.413 -3.154 0.236
H 4.315 -1.670 0.655
```

Output
Net charge ... 0
Energy relative to the best compared isomer or geometry (same formula, charge and spin) ... 1.608 eV
Molecular weight ... 945.572 g mol⁻¹
LUMO (spin up / spin down) ... 0.09 / -1.49 eV
2S+1 ... 2



Record 2
Computed, not measured: a molecular structure, C30H21BrF4MgN2P, with wB97M-V/def2-TZVPD.

Structure (XYZ):
```
60
C30H21BrF4MgN2P wB97M-V/def2-TZVPD
Mg -0.264 -0.117 0.265
F 4.026 -4.097 -3.848
C 2.947 -3.655 -3.240
C 1.742 -4.327 -3.362
F 1.659 -5.421 -4.092
C 0.622 -3.839 -2.711
F -0.515 -4.507 -2.877
C 0.644 -2.697 -1.914
P -0.889 -2.190 -1.010
C -2.134 -2.079 -2.319
C -1.757 -1.631 -3.585
C -2.714 -1.466 -4.572
C -4.048 -1.735 -4.298
C -4.428 -2.148 -3.031
C -3.478 -2.310 -2.034
C -1.220 -3.646 0.030
C -2.019 -4.730 -0.325
C -2.157 -5.793 0.553
C -1.506 -5.787 1.779
C -0.711 -4.709 2.138
C -0.578 -3.639 1.270
C 1.869 -2.033 -1.823
Br 2.142 -0.422 -0.840
C 2.999 -2.502 -2.476
F 4.147 -1.843 -2.371
H -0.716 -1.421 -3.802
H -2.420 -1.128 -5.556
H -4.793 -1.615 -5.073
H -5.470 -2.345 -2.814
H -3.785 -2.606 -1.039
H -2.523 -4.759 -1.280
H -2.775 -6.636 0.273
H -1.621 -6.623 2.456
H -0.203 -4.700 3.093
H 0.038 -2.790 1.548
C 0.135 -0.344 3.417
N -0.316 0.308 2.184
C -0.841 1.502 2.261
C -1.236 2.191 1.097
C -1.833 3.448 0.925
C -1.973 3.636 -0.444
C -1.460 2.490 -1.058
N -1.013 1.614 -0.146
C 1.219 0.424 4.142
C 2.402 0.762 3.492
C 3.396 1.458 4.160
C 3.221 1.822 5.488
C 2.046 1.488 6.142
C 1.049 0.793 5.470
H 0.520 -1.331 3.152
H -0.709 -0.497 4.095
H -0.965 1.988 3.229
H -2.124 4.125 1.714
H -2.399 4.491 -0.943
H -1.390 2.271 -2.113
H 2.550 0.479 2.455
H 4.313 1.719 3.646
H 3.999 2.360 6.014
H 1.897 1.770 7.176
H 0.132 0.536 5.987
```

Output
Net charge ... +1
Molecular weight ... 620.687 g mol⁻¹
LUMO ... -3.05 eV



Record 3
Computed, not measured: 2 unconnected molecules or ions with the total composition C3H12N2S in a non-equilibrium geometry, with wB97M-V/def2-TZVPD.

Structure (XYZ):
```
18
C3H12N2S wB97M-V/def2-TZVPD
C 2.031 0.053 -2.931
S 3.848 0.663 -3.178
C 3.870 2.427 -4.016
H 2.231 -1.085 -3.084
H 1.670 0.207 -1.986
H 1.221 0.544 -3.651
H 3.023 3.013 -3.657
H 3.641 2.134 -5.141
H 4.858 2.836 -3.747
N -4.526 0.007 4.417
C -4.708 -1.381 3.995
N -3.929 -2.463 4.569
H -4.974 0.075 5.248
H -3.569 0.329 4.483
H -4.657 -1.510 2.850
H -5.712 -1.613 4.253
H -4.318 -2.718 5.431
H -2.949 -2.229 4.652
```

Output
Net charge ... 0
Structure (SMILES) ... CSC.NCN
Energy relative to the best compared isomer or geometry (same formula, charge and spin) ... 1.588 eV
Molecular weight ... 108.210 g mol⁻¹
LUMO ... 1.10 eV



Record 4
Computed, not measured: 5 unconnected molecules or ions with the total composition H9O8S in a non-equilibrium geometry, with wB97M-V/def2-TZVPD.

Structure (XYZ):
```
18
H9O8S wB97M-V/def2-TZVPD
O 0.690 0.534 0.611
H 0.022 0.936 1.269
H 0.974 1.058 0.051
H 0.190 -0.376 0.402
S -2.064 -1.025 -1.253
O -3.123 -0.600 -0.367
O -2.451 -2.368 -1.728
O -1.835 -0.179 -2.378
O -0.833 -1.113 -0.402
O 0.843 2.047 3.188
H 0.987 2.865 2.801
H -0.149 1.992 3.342
O 1.708 1.724 -1.728
H 2.346 1.245 -2.118
H 1.949 2.520 -2.106
O 0.531 -3.291 -0.016
H 0.086 -2.432 -0.257
H 0.127 -3.535 0.688
```

Output
Net charge ... -1
Energy relative to the best compared isomer or geometry (same formula, charge and spin) ... 1.137 eV
Molecular weight ... 169.131 g mol⁻¹
LUMO ... 1.88 eV



Record 5
Computed, not measured: 13 unconnected molecules or ions with the total composition C44H123N9O17 in a non-equilibrium geometry, with wB97M-V/def2-TZVPD.

Structure (XYZ):
```
193
C44H123N9O17 wB97M-V/def2-TZVPD
C -0.576 -4.421 -2.677
C -1.982 -5.167 -2.421
O -2.614 -5.226 -3.672
O -0.781 -3.293 -3.426
H 0.040 -5.042 -3.326
H -0.054 -4.288 -1.729
H -2.527 -4.517 -1.737
H -1.769 -6.168 -2.044
H -2.205 -4.503 -4.153
H -0.635 -2.499 -2.906
C -5.827 -1.562 -1.220
C -4.758 -2.423 -0.572
O -3.489 -1.903 -0.879
O -5.674 -1.708 -2.672
H -5.861 -0.557 -0.800
H -6.803 -1.881 -0.856
H -4.842 -3.471 -0.860
H -4.819 -2.590 0.504
H -2.988 -1.868 -0.061
H -4.730 -1.859 -2.755
C -4.159 -3.841 3.488
C -4.329 -5.006 2.517
O -3.060 -5.457 2.114
O -3.182 -4.197 4.430
H -5.150 -3.710 3.923
H -3.918 -2.950 2.907
H -4.942 -4.999 1.615
H -4.724 -5.807 3.142
H -3.014 -6.365 1.807
H -2.605 -4.830 3.995
C 3.625 -0.291 -0.452
C 4.391 -0.393 0.827
O 5.596 -1.179 0.724
O 4.417 0.180 -1.470
H 2.724 0.321 -0.499
H 3.276 -1.273 -0.770
H 3.682 -0.821 1.535
H 4.655 0.652 0.994
H 6.143 -1.037 1.500
H 5.185 -0.394 -1.417
C 0.091 -2.042 8.026
C 1.049 -1.378 6.981
C 0.487 0.019 6.537
O 1.359 0.826 5.666
C 1.368 0.220 4.367
N 2.233 -1.102 7.796
H 0.533 -2.934 8.470
H -0.793 -2.165 7.401
H -0.274 -1.483 8.888
H 1.557 -1.998 6.242
H 0.403 0.601 7.455
H -0.501 -0.176 6.118
H 2.235 0.630 3.848
H 0.464 0.368 3.775
H 1.543 -0.855 4.402
H 2.117 -1.391 8.757
H 2.279 -0.094 7.827
C 2.567 3.077 2.102
C 3.902 3.790 2.355
C 3.978 5.190 3.047
O 5.323 5.673 2.984
C 5.378 7.084 3.002
N 4.676 2.846 3.135
H 2.737 2.227 1.441
H 1.870 3.639 1.479
H 2.002 2.798 2.992
H 4.319 3.855 1.350
H 3.820 4.961 4.101
H 3.226 5.802 2.549
H 6.398 7.386 2.763
H 5.079 7.318 4.024
H 4.741 7.464 2.204
H 5.490 3.364 3.432
H 4.307 2.693 4.063
C -1.086 3.145 5.493
C -2.028 3.300 4.329
C -2.402 1.994 3.532
O -3.241 2.001 2.389
C -3.397 0.716 1.784
N -3.208 3.821 5.024
H -0.954 4.130 5.940
H -0.120 2.758 5.169
H -1.423 2.541 6.336
H -1.597 4.117 3.751
H -2.700 1.167 4.176
H -1.443 1.601 3.194
H -4.198 0.721 1.045
H -3.680 -0.064 2.491
H -2.421 0.469 1.367
H -3.298 3.391 5.933
H -4.081 3.627 4.554
C -3.794 1.412 -2.581
C -3.163 2.824 -2.624
C -4.089 3.722 -3.422
O -4.392 3.259 -4.809
C -3.656 4.088 -5.812
N -3.068 3.249 -1.250
H -3.221 0.704 -1.983
H -3.900 0.969 -3.570
H -4.792 1.384 -2.142
H -2.144 2.870 -3.010
H -3.641 4.714 -3.357
H -5.047 3.781 -2.905
H -2.694 4.460 -5.461
H -4.381 4.897 -5.902
H -3.647 3.563 -6.767
H -3.888 3.240 -0.660
H -2.727 4.199 -1.213
C 6.008 -0.113 -6.052
C 4.841 -0.094 -7.066
C 3.439 -0.028 -6.382
O 3.389 -1.087 -5.452
C 2.518 -1.039 -4.419
N 5.021 1.182 -7.775
H 5.984 -1.076 -5.544
H 6.086 0.645 -5.273
H 6.929 -0.006 -6.626
H 4.879 -0.925 -7.771
H 2.705 -0.384 -7.104
H 3.180 0.947 -5.968
H 2.341 -1.952 -3.851
H 1.536 -0.876 -4.863
H 2.721 -0.258 -3.685
H 5.934 1.224 -8.204
H 4.346 1.164 -8.527
C -2.786 -1.789 -5.626
C -1.693 -0.979 -6.344
C -1.419 0.407 -5.638
O -0.314 1.163 -6.244
C -0.747 2.129 -7.264
N -0.525 -1.835 -6.303
H -2.765 -2.009 -4.559
H -2.927 -2.798 -6.015
H -3.771 -1.349 -5.780
H -2.092 -0.753 -7.334
H -1.129 0.250 -4.599
H -2.319 1.012 -5.530
H -1.377 2.866 -6.765
H -1.464 1.657 -7.936
H 0.064 2.647 -7.776
H 0.282 -1.238 -6.412
H -0.493 -2.276 -5.395
C 0.702 -4.786 4.536
C 1.398 -6.078 4.990
C 2.455 -6.522 3.935
O 2.328 -7.892 3.494
C 2.710 -8.846 4.426
N 1.904 -5.703 6.296
H 0.019 -4.383 5.284
H 0.125 -4.838 3.612
H 1.336 -3.919 4.351
H 0.712 -6.878 5.269
H 3.479 -6.468 4.304
H 2.219 -5.913 3.063
H 1.978 -9.653 4.442
H 2.512 -8.512 5.444
H 3.735 -9.210 4.352
H 2.842 -5.477 5.997
H 2.027 -6.592 6.760
C -0.198 1.098 -0.711
C 0.057 -0.344 -1.301
C 0.536 -1.245 -0.205
O -0.547 -1.511 0.702
C -0.268 -2.621 1.521
N -1.087 -0.942 -2.001
H -0.978 1.307 0.021
H -0.325 1.849 -1.491
H 0.707 1.248 -0.124
H 0.879 -0.171 -1.995
H 1.313 -0.774 0.397
H 0.882 -2.145 -0.713
H 0.058 -3.356 0.785
H -1.127 -2.952 2.105
H 0.550 -2.610 2.241
H -1.492 -0.269 -2.636
H -1.797 -1.045 -1.290
C -1.027 5.717 -3.018
C 0.387 6.023 -2.317
C 0.594 5.165 -1.085
O -0.631 5.134 -0.421
C -0.581 4.401 0.778
N 1.390 5.709 -3.335
H -1.884 5.883 -2.365
H -1.077 4.659 -3.275
H -1.142 6.314 -3.922
H 0.460 7.082 -2.070
H 1.385 5.433 -0.384
H 0.800 4.119 -1.309
H -0.106 3.449 0.542
H -1.530 4.158 1.254
H -0.027 5.034 1.472
H 1.299 6.109 -4.258
H 1.514 4.706 -3.333
```

Output
Net charge ... -1
Molecular weight ... 1050.514 g mol⁻¹
LUMO (spin up / spin down) ... 1.87 / 1.86 eV
2S+1 ... 2



Record 6
Computed, not measured: 7 unconnected molecules or ions with the total composition C7H28NO6 in a non-equilibrium geometry, with wB97M-V/def2-TZVPD.

Structure (XYZ):
```
42
C7H28NO6 wB97M-V/def2-TZVPD
C -1.908 -0.404 -1.940
C -0.739 -0.627 -0.993
C -0.124 0.702 -0.422
C 1.126 0.449 0.435
C 1.001 -0.039 1.663
C 2.404 0.767 -0.266
C 2.758 2.273 -0.415
N -1.199 -1.417 0.211
H -1.740 0.552 -2.455
H -2.025 -1.159 -2.701
H -2.873 -0.230 -1.443
H 0.096 -1.178 -1.448
H 0.156 1.290 -1.332
H -0.878 1.388 -0.100
H 1.730 -0.090 2.402
H 0.053 -0.285 2.057
H 3.324 0.411 0.267
H 2.378 0.225 -1.225
H 2.599 2.972 0.413
H 3.839 2.360 -0.516
H 2.375 2.721 -1.304
H -1.736 -2.160 -0.228
H -1.849 -0.796 0.821
H -0.453 -1.791 0.797
H -1.020 1.892 3.376
H -0.573 3.168 2.735
O -1.268 2.501 2.666
H -3.362 0.402 1.993
H -4.190 -0.818 1.962
O -3.228 -0.579 2.015
H 1.030 -3.524 2.303
H 1.586 -3.093 0.880
O 0.812 -3.072 1.482
H 2.828 -3.319 -1.298
H 3.052 -1.929 -0.618
O 2.635 -2.788 -0.513
H 1.885 -0.815 -4.213
H 0.520 -0.581 -4.868
O 0.964 -0.626 -4.001
H -2.533 2.487 1.430
H -4.082 2.702 1.218
O -3.370 2.060 1.171
```

Output
Net charge ... +1
Energy relative to the best compared isomer or geometry (same formula, charge and spin) ... 0.000 eV
Molecular weight ... 222.302 g mol⁻¹
LUMO ... -2.26 eV



Record 7
Computed, not measured: 6 unconnected molecules or ions with the total composition C18H28Cl4O12 in a non-equilibrium geometry, with wB97M-V/def2-TZVPD.

Structure (XYZ):
```
62
C18H28Cl4O12 wB97M-V/def2-TZVPD
C 7.227 9.263 10.138
C 7.900 10.616 9.857
C 6.866 11.663 9.399
O 7.267 12.825 10.012
C 8.082 12.489 11.142
O 8.453 13.260 11.927
O 8.213 11.166 11.149
H 7.882 8.502 10.586
H 6.905 8.913 9.181
H 6.349 9.393 10.831
H 8.782 10.463 9.247
H 5.893 11.447 9.876
H 6.728 11.817 8.340
C 11.515 8.993 12.144
C 11.936 9.116 10.718
C 12.688 7.859 10.205
O 11.730 7.102 9.429
C 10.615 7.845 9.209
O 9.697 7.551 8.509
O 10.772 9.100 9.886
H 12.456 9.075 12.737
H 11.008 8.011 12.228
H 10.910 9.852 12.385
H 12.541 9.993 10.554
H 13.162 7.263 11.083
H 13.475 8.253 9.499
C 6.803 13.842 14.542
C 8.193 14.439 14.528
C 8.206 15.659 13.648
O 9.275 16.502 14.269
C 9.542 16.046 15.479
O 10.358 16.471 16.243
O 8.797 14.942 15.763
H 6.469 13.980 13.514
H 6.179 14.446 15.223
H 6.802 12.767 14.870
H 8.958 13.787 14.119
H 7.200 16.095 13.715
H 8.426 15.471 12.614
C 13.077 20.766 11.338
C 12.370 19.373 11.562
C 10.919 19.341 11.032
O 11.230 18.628 9.696
C 12.422 18.020 9.771
O 12.854 17.329 8.918
O 13.023 18.260 10.968
H 14.087 20.776 11.780
H 12.441 21.582 11.670
H 13.182 20.928 10.243
H 12.353 19.136 12.600
H 10.573 20.327 10.857
H 10.280 18.717 11.648
Cl 11.760 13.033 10.645
C 12.232 14.624 11.170
Cl 11.208 15.488 12.390
H 13.218 14.539 11.651
H 12.324 15.261 10.307
Cl 12.195 9.677 6.977
C 11.311 11.280 7.364
Cl 9.994 11.772 6.238
H 10.798 11.141 8.343
H 11.923 12.147 7.427
```

Output
Net charge ... 0
Structure (SMILES) ... C[C@H]1COC(=O)O1.C[C@H]1COC(=O)O1.C[C@H]1COC(=O)O1.C[C@H]1COC(=O)O1.ClCCl.ClCCl
Energy relative to the best compared isomer or geometry (same formula, charge and spin) ... 0.863 eV
Molecular weight ... 578.222 g mol⁻¹
LUMO ... 0.40 eV



Please write out number 7 again, unchanged.
Computed, not measured: 6 unconnected molecules or ions with the total composition C18H28Cl4O12 in a non-equilibrium geometry, with wB97M-V/def2-TZVPD.

Structure (XYZ):
```
62
C18H28Cl4O12 wB97M-V/def2-TZVPD
C 7.227 9.263 10.138
C 7.900 10.616 9.857
C 6.866 11.663 9.399
O 7.267 12.825 10.012
C 8.082 12.489 11.142
O 8.453 13.260 11.927
O 8.213 11.166 11.149
H 7.882 8.502 10.586
H 6.905 8.913 9.181
H 6.349 9.393 10.831
H 8.782 10.463 9.247
H 5.893 11.447 9.876
H 6.728 11.817 8.340
C 11.515 8.993 12.144
C 11.936 9.116 10.718
C 12.688 7.859 10.205
O 11.730 7.102 9.429
C 10.615 7.845 9.209
O 9.697 7.551 8.509
O 10.772 9.100 9.886
H 12.456 9.075 12.737
H 11.008 8.011 12.228
H 10.910 9.852 12.385
H 12.541 9.993 10.554
H 13.162 7.263 11.083
H 13.475 8.253 9.499
C 6.803 13.842 14.542
C 8.193 14.439 14.528
C 8.206 15.659 13.648
O 9.275 16.502 14.269
C 9.542 16.046 15.479
O 10.358 16.471 16.243
O 8.797 14.942 15.763
H 6.469 13.980 13.514
H 6.179 14.446 15.223
H 6.802 12.767 14.870
H 8.958 13.787 14.119
H 7.200 16.095 13.715
H 8.426 15.471 12.614
C 13.077 20.766 11.338
C 12.370 19.373 11.562
C 10.919 19.341 11.032
O 11.230 18.628 9.696
C 12.422 18.020 9.771
O 12.854 17.329 8.918
O 13.023 18.260 10.968
H 14.087 20.776 11.780
H 12.441 21.582 11.670
H 13.182 20.928 10.243
H 12.353 19.136 12.600
H 10.573 20.327 10.857
H 10.280 18.717 11.648
Cl 11.760 13.033 10.645
C 12.232 14.624 11.170
Cl 11.208 15.488 12.390
H 13.218 14.539 11.651
H 12.324 15.261 10.307
Cl 12.195 9.677 6.977
C 11.311 11.280 7.364
Cl 9.994 11.772 6.238
H 10.798 11.141 8.343
H 11.923 12.147 7.427
```

Output
Net charge ... 0
Structure (SMILES) ... C[C@H]1COC(=O)O1.C[C@H]1COC(=O)O1.C[C@H]1COC(=O)O1.C[C@H]1COC(=O)O1.ClCCl.ClCCl
Energy relative to the best compared isomer or geometry (same formula, charge and spin) ... 0.863 eV
Molecular weight ... 578.222 g mol⁻¹
LUMO ... 0.40 eV